Entry 1:
This record from the OMol25 dataset describes an isolated molecule of C5H11N3 in a non-equilibrium geometry. The level of theory is ωB97M-V with the def2-TZVPD basis set.

Computed properties:
Orbital gap, eV: 9.761
HOMO level, eV: -9.0851
Energy relative to the best compared isomer or geometry (same formula, charge and spin), eV: 1.480
Energy, Eh: -361.33502

```
19
Properties=species:S:1:pos:R:3:forces:R:3:nbo_charge:R:1
H -0.61074 2.87539 0.07750 -1.62 -0.87 0.21 0.315
N -1.33232 2.08166 0.09103 2.09 0.28 -0.51 -0.656
C -0.62203 1.01646 -0.04953 0.64 0.99 0.65 0.437
C -1.14722 -0.32216 -0.13881 -2.57 -3.20 -0.94 -0.467
C -2.70606 -0.56851 0.03210 -0.19 2.24 -0.14 -0.604
N 0.78616 1.06418 -0.05720 -1.28 -0.06 -0.63 -0.628
C 1.92538 0.25719 -0.12207 -2.28 -0.05 1.96 0.442
C 1.76398 -1.19446 0.11459 0.80 -2.72 -3.72 -0.697
N 2.97393 0.90958 0.03533 1.18 1.42 -0.81 -0.670
H 3.76003 0.31512 0.02629 1.19 -0.79 0.15 0.338
H -0.74490 -0.96958 0.66935 0.37 0.44 -0.82 0.227
H -0.84878 -0.72495 -1.20816 -0.47 0.47 2.20 0.224
H -2.93426 -1.59481 0.14134 0.15 -1.40 -0.64 0.206
H -3.29608 -0.11099 -0.80515 0.54 -0.53 0.73 0.217
H -3.18738 -0.21330 0.97933 0.96 0.51 -0.66 0.220
H 1.05012 2.00536 -0.04199 0.93 1.49 0.07 0.391
H 1.50020 -1.42387 1.13601 0.34 -0.06 0.27 0.243
H 0.95583 -1.64388 -0.55139 0.91 0.67 1.00 0.231
H 2.71413 -1.75841 -0.32858 -1.71 1.17 1.62 0.230
```
Positions in Å, forces in eV/Å.

Entry 2:
This record from the OMol25 dataset describes the ion C5H11N3 with charge +2 in a non-equilibrium geometry. The level of theory is ωB97M-V with the def2-TZVPD basis set.

Computed properties:
Orbital gap, eV: 10.068
HOMO level, eV: -19.5150
Energy relative to the best compared isomer or geometry (same formula, charge and spin), eV: 2.893
Total charge: +2
Energy, Eh: -360.69643

```
19
Properties=species:S:1:pos:R:3:forces:R:3:nbo_charge:R:1
N -0.16992 -1.47168 -2.41649 0.89 -3.35 -1.79 -0.680
C 0.07976 -1.49395 -1.13247 -1.39 -0.03 -0.12 0.403
N -0.14791 -0.45228 -0.35003 0.70 2.26 3.14 -0.381
C -0.46838 0.95815 -0.84927 -1.91 -1.25 4.43 -0.212
C 0.11925 1.88353 0.17654 -0.35 0.18 1.25 -0.395
C 0.02909 1.14309 1.54133 -1.68 0.32 0.04 -0.551
C 0.04982 -0.29106 1.24844 2.13 -0.15 -5.41 0.688
N 0.49923 -1.28669 1.89038 -0.23 1.20 3.80 -0.630
H -0.01181 -2.36522 -3.07958 -0.31 2.50 2.36 0.491
H -0.59283 -0.72484 -2.93591 -0.03 0.67 0.14 0.448
H 0.28723 -2.44319 -0.65847 0.50 -0.15 -0.22 0.236
H -1.52135 0.96018 -0.75293 -1.38 0.37 -0.40 0.231
H -0.19432 1.17947 -1.77776 1.49 0.37 -3.96 0.238
H -0.17520 2.95159 0.32288 -0.54 -1.05 -0.72 0.301
H 1.15319 1.94422 -0.03878 1.33 0.12 -0.12 0.233
H -0.90761 1.21056 2.18225 0.58 0.69 -0.86 0.308
H 0.82756 1.63032 2.08032 0.46 -0.92 1.01 0.327
H 0.73021 -1.09727 2.94399 -0.38 -0.76 -2.33 0.492
H 0.41401 -2.23493 1.60555 0.11 -0.99 -0.26 0.452
```
Positions in Å, forces in eV/Å.